C42H58BO2P3SiTl | ωB97M-V/def2-TZVPD

Calculated values
Orbital gap   7.7 eV
Energy above the lowest of the compared OMol25 structures with the same formula, charge and spin   0.0 kcal/mol
Lowest unoccupied orbital energy   -2.12 eV
Charge   +1
DFT total energy   -3296.4860 a.u.

```
108
Properties=species:S:1:pos:R:3:mulliken_charge:R:1
Tl 0.217 0.358 -0.852 2.141
C -3.313 -3.488 -2.057 -1.664
C -2.091 -2.586 -2.203 1.169
C -1.585 -2.548 -3.647 -1.251
P -2.211 -0.866 -1.536 0.058
C -3.403 0.181 -2.508 1.247
C -2.599 1.054 -3.481 -1.327
C -4.541 -0.501 -3.271 -1.522
C -2.971 -1.104 0.117 0.005
C -4.350 -1.314 0.204 0.023
C -4.968 -1.544 1.421 -0.936
C -4.213 -1.562 2.584 -0.951
C -2.851 -1.326 2.513 -0.937
C -2.203 -1.096 1.293 0.802
Si -0.367 -0.698 1.349 -0.582
C -0.008 0.657 2.615 0.969
C 0.742 0.339 3.752 -0.916
C 1.174 1.312 4.642 -1.043
C 0.879 2.641 4.394 -1.141
C 0.141 2.981 3.271 -0.487
C -0.327 2.016 2.379 0.058
P -1.298 2.498 0.884 1.096
C -0.459 4.028 0.198 1.173
C -0.733 5.388 0.840 -1.697
C -0.828 4.110 -1.288 -1.438
C -2.933 3.135 1.527 0.615
C -3.961 2.004 1.533 -1.163
C -2.930 3.829 2.887 -1.745
C 0.604 -2.289 1.655 0.690
C 0.356 -2.945 2.868 -0.441
C 1.025 -4.102 3.232 -0.985
C 1.978 -4.630 2.378 -1.355
C 2.225 -4.014 1.162 -0.924
C 1.540 -2.861 0.766 0.663
P 1.856 -2.141 -0.902 0.114
C 1.737 -3.538 -2.127 1.168
C 2.069 -2.978 -3.519 -1.797
C 2.479 -4.859 -1.926 -1.637
C 3.594 -1.486 -0.775 1.584
C 4.733 -2.414 -0.359 -1.539
C 3.979 -0.713 -2.042 -1.423
H -3.055 -4.486 -2.417 0.509
H -4.154 -3.134 -2.652 0.237
H -3.633 -3.582 -1.021 0.320
H -1.297 -2.996 -1.567 -0.081
H -2.377 -2.246 -4.333 0.292
H -1.249 -3.539 -3.955 0.479
H -0.752 -1.855 -3.767 0.208
H -3.829 0.837 -1.742 0.125
H -2.141 0.447 -4.265 0.299
H -1.807 1.605 -2.973 0.097
H -3.256 1.779 -3.964 0.504
H -4.160 -1.128 -4.077 0.283
H -5.162 0.271 -3.730 0.463
H -5.190 -1.108 -2.646 0.309
H -4.957 -1.299 -0.689 0.056
H -6.037 -1.705 1.460 0.447
H -4.686 -1.740 3.541 0.448
H -2.280 -1.292 3.435 0.249
H 1.024 -0.689 3.937 0.480
H 1.750 1.033 5.515 0.447
H 1.220 3.414 5.070 0.444
H -0.072 4.024 3.093 0.135
H 0.613 3.811 0.284 -0.273
H -1.792 5.643 0.788 0.292
H -0.188 6.156 0.287 0.480
H -0.413 5.455 1.877 0.417
H -1.904 4.262 -1.410 0.339
H -0.550 3.207 -1.833 0.077
H -0.320 4.953 -1.760 0.536
H -3.231 3.855 0.755 0.502
H -3.682 1.231 2.250 0.271
H -4.051 1.535 0.554 -0.020
H -4.942 2.388 1.821 0.579
H -2.602 3.145 3.671 0.277
H -3.949 4.140 3.125 0.532
H -2.300 4.715 2.919 0.297
H -0.385 -2.546 3.551 0.282
H 0.807 -4.583 4.176 0.462
H 2.524 -5.523 2.650 0.451
H 2.969 -4.446 0.511 0.800
H 0.665 -3.759 -2.091 -0.049
H 3.146 -3.001 -3.691 0.436
H 1.733 -1.949 -3.652 0.277
H 1.603 -3.590 -4.292 0.432
H 3.550 -4.715 -1.802 0.204
H 2.337 -5.474 -2.818 0.444
H 2.097 -5.427 -1.081 0.451
H 3.458 -0.757 0.033 -0.404
H 4.913 -3.193 -1.099 0.252
H 4.561 -2.877 0.610 0.376
H 5.651 -1.827 -0.279 0.458
H 4.355 -1.387 -2.812 0.434
H 4.775 0.001 -1.817 0.482
H 3.142 -0.155 -2.467 0.224
O 2.470 1.509 0.337 1.066
B 2.016 1.771 -0.959 -1.134
O 2.799 2.673 -1.611 -0.366
C 3.803 2.999 -0.702 1.011
C 4.860 3.860 -0.874 -1.337
C 5.727 3.993 0.209 -0.604
C 5.525 3.290 1.393 -0.785
C 4.447 2.421 1.550 -0.987
C 3.602 2.302 0.473 0.397
H 5.007 4.402 -1.798 0.554
H 6.574 4.659 0.124 0.438
H 6.221 3.418 2.211 0.450
H 4.276 1.872 2.466 0.557
```